A) 13
Properties=species:S:1:pos:R:3 method="wB97M-V/def2-TZVPD" homo_lumo_gap_ev=9.13 e_lumo_ev=-0.250
C -0.9465 -0.0913 -0.0792
C 0.2388 0.6962 -0.7085
C -0.1941 0.9766 0.7536
H -1.2200 -1.9153 1.5233
H 0.3939 -1.9795 -0.3643
H -1.8037 0.3621 -0.5504
H -0.2146 1.4432 -1.3086
H 1.7093 -0.2274 0.0754
H 1.5572 -0.6110 -1.5082
N -0.9037 -1.5544 0.1372
N 1.5364 0.1576 -0.8782
F -0.7987 2.1740 1.1495
F 0.6458 0.5693 1.7585

=====

B) 13
Properties=species:S:1:pos:R:3 method="wB97M-V/def2-TZVPD" homo_lumo_gap_ev="9.24 / 9.24" e_lumo_ev="0.596 / 0.596"
C 0.4674 0.9867 0.0493
C -0.4229 0.2828 1.1115
C 0.3738 -0.9565 -1.1648
N 0.1465 0.3955 -1.2010
N -0.1225 -1.0893 1.0734
F -1.7958 0.7059 0.8548
F 1.6477 -1.3617 -1.0675
H 0.2521 2.0411 -0.1979
H 1.4396 0.9315 0.2740
H -0.2578 0.7008 2.2462
H -0.0038 -1.7402 -1.7272
H -0.7763 0.7081 -1.5078
H -0.9480 -1.6048 1.2570

=====

C) 13
Properties=species:S:1:pos:R:3 method="wB97M-V/def2-TZVPD" homo_lumo_gap_ev=9.94 smiles=N[C@H]1[C@H](N)C1(F)F e_lumo_ev=1.004
N 1.9044 1.0092 -0.2561
C 0.4842 0.8646 -0.0303
C -0.4077 -0.0577 -0.9498
N -1.7494 0.2855 -1.3699
C -0.0275 -0.4346 0.4921
F -1.0089 -0.3504 1.4208
F 0.8009 -1.3803 0.7448
H 2.4814 0.1702 -0.2200
H 2.0255 1.4299 -1.1742
H -0.0300 1.7535 0.3551
H 0.1392 -0.5638 -1.7847
H -1.7308 1.1458 -1.8087
H -2.3927 0.3436 -0.5472

=====

C) is preferred energetically. Next in line: 0.0598 hartree higher.